[1]
{"formula": "C29H89N13O14", "method": "ωB97M-V/def2-TZVPD", "symbols": ["C", "C", "O", "H", "H", "H", "H", "H", "H", "C", "C", "O", "H", "H", "H", "H", "H", "H", "C", "C", "O", "H", "H", "H", "H", "H", "H", "C", "C", "O", "H", "H", "H", "H", "H", "H", "C", "C", "O", "H", "H", "H", "H", "H", "H", "C", "C", "O", "H", "H", "H", "H", "H", "H", "C", "O", "N", "N", "H", "H", "H", "H", "C", "O", "N", "N", "H", "H", "H", "H", "C", "O", "N", "N", "H", "H", "H", "H", "C", "O", "N", "N", "H", "H", "H", "H", "C", "O", "N", "N", "H", "H", "H", "H", "C", "C", "C", "O", "C", "N", "H", "H", "H", "H", "H", "H", "H", "H", "H", "H", "H", "C", "C", "C", "O", "C", "N", "H", "H", "H", "H", "H", "H", "H", "H", "H", "H", "H", "C", "C", "C", "O", "C", "N", "H", "H", "H", "H", "H", "H", "H", "H", "H", "H", "H"], "xyz": [[5.02, 6.67, 6.15], [4.12, 6.74, 4.92], [3.73, 5.44, 4.46], [5.33, 5.66, 6.43], [4.40, 6.77, 7.05], [5.89, 7.32, 6.14], [4.73, 7.17, 4.12], [3.28, 7.40, 5.12], [3.48, 5.43, 3.53], [-0.47, -3.85, 8.06], [-1.96, -4.45, 7.97], [-1.86, -5.75, 7.29], [-0.09, -3.57, 7.08], [0.27, -4.48, 8.54], [-0.64, -2.90, 8.57], [-2.57, -3.79, 7.36], [-2.41, -4.62, 8.95], [-2.62, -5.89, 6.72], [-0.07, -7.58, 0.68], [0.40, -9.05, 0.30], [-0.80, -9.74, 0.07], [-0.77, -7.23, -0.07], [0.79, -6.94, 0.50], [-0.58, -7.47, 1.64], [0.99, -9.48, 1.11], [1.04, -9.17, -0.58], [-0.48, -10.64, -0.02], [-3.97, 6.11, 8.37], [-4.31, 6.63, 9.77], [-5.31, 5.75, 10.32], [-3.65, 5.07, 8.43], [-3.17, 6.69, 7.92], [-4.90, 6.09, 7.81], [-4.59, 7.68, 9.67], [-3.41, 6.53, 10.37], [-4.97, 5.54, 11.19], [-0.26, -7.35, -5.45], [0.53, -7.47, -6.77], [1.14, -6.24, -7.12], [0.40, -6.93, -4.69], [-0.64, -8.30, -5.09], [-1.05, -6.60, -5.55], [-0.34, -7.68, -7.40], [1.17, -8.35, -6.83], [1.99, -6.50, -7.48], [-4.79, -2.08, -6.19], [-3.96, -1.95, -7.44], [-3.69, -3.30, -7.99], [-4.24, -2.61, -5.42], [-5.72, -2.60, -6.40], [-5.17, -1.12, -5.83], [-3.06, -1.33, -7.41], [-4.53, -1.47, -8.23], [-2.74, -3.44, -7.87], [8.77, 2.34, -3.75], [8.49, 3.35, -4.45], [9.92, 1.72, -3.78], [7.99, 1.84, -2.89], [10.44, 1.90, -4.63], [10.08, 0.86, -3.27], [8.14, 0.97, -2.41], [7.15, 2.38, -2.70], [3.32, 7.39, -2.29], [3.14, 6.44, -1.58], [2.43, 8.35, -2.33], [4.31, 7.53, -3.12], [2.52, 8.99, -3.10], [1.58, 8.30, -1.78], [4.94, 6.75, -3.23], [4.47, 8.40, -3.61], [0.98, 2.93, -7.76], [0.97, 3.17, -8.94], [1.68, 2.02, -7.14], [0.10, 3.28, -6.91], [2.40, 1.47, -7.57], [1.56, 1.89, -6.14], [-0.53, 3.99, -7.25], [0.34, 3.08, -5.95], [6.40, -6.53, -3.33], [6.98, -6.91, -2.31], [6.55, -7.09, -4.40], [5.66, -5.52, -3.40], [7.17, -7.88, -4.35], [6.42, -6.61, -5.28], [5.30, -5.09, -2.56], [5.10, -5.48, -4.24], [4.92, -3.19, 2.28], [4.97, -2.40, 1.36], [4.85, -2.71, 3.46], [5.15, -4.49, 2.30], [4.85, -1.70, 3.58], [4.84, -3.35, 4.24], [5.73, -4.91, 1.59], [4.93, -4.92, 3.19], [-0.04, 12.05, 1.85], [-1.52, 11.86, 1.27], [-2.28, 10.54, 1.67], [-1.92, 9.28, 1.00], [-2.71, 8.16, 1.44], [-2.29, 13.00, 1.81], [0.63, 11.28, 1.47], [-0.09, 11.94, 2.94], [0.30, 13.05, 1.60], [-1.47, 11.93, 0.18], [-3.35, 10.61, 1.49], [-1.95, 10.34, 2.69], [-3.77, 8.35, 1.32], [-2.52, 7.98, 2.50], [-2.54, 7.22, 0.91], [-2.28, 13.05, 2.82], [-1.86, 13.89, 1.62], [-0.36, -0.92, -1.46], [-0.24, 0.53, -1.01], [-0.38, 0.65, 0.52], [-1.63, 0.09, 0.96], [-1.92, 0.23, 2.37], [1.06, 0.98, -1.47], [0.49, -1.53, -1.15], [-0.37, -0.89, -2.55], [-1.27, -1.49, -1.23], [-0.95, 1.19, -1.51], [-0.34, 1.69, 0.83], [0.44, 0.09, 0.97], [-2.93, -0.01, 2.72], [-1.77, 1.31, 2.48], [-1.24, -0.38, 2.96], [1.26, 1.90, -1.12], [1.58, 0.38, -0.85], [-6.24, -5.51, 0.89], [-6.56, -6.93, 0.97], [-6.41, -7.73, -0.38], [-7.37, -7.09, -1.20], [-7.42, -7.72, -2.44], [-5.82, -7.68, 2.06], [-6.63, -5.08, -0.03], [-5.15, -5.41, 0.83], [-6.66, -4.82, 1.62], [-7.64, -7.00, 1.15], [-6.53, -8.81, -0.34], [-5.44, -7.62, -0.87], [-7.98, -7.09, -3.14], [-7.99, -8.64, -2.34], [-6.46, -7.97, -2.90], [-6.39, -8.50, 2.13], [-4.98, -8.06, 1.65]], "orbital_gap_ev": 9.46, "e_lumo_ha": 0.002}

[2]
{"formula": "C29H91N5O14", "method": "ωB97M-V/def2-TZVPD", "symbols": ["C", "C", "C", "O", "C", "N", "H", "H", "H", "H", "H", "H", "H", "H", "H", "H", "H", "C", "C", "C", "O", "C", "N", "H", "H", "H", "H", "H", "H", "H", "H", "H", "H", "H", "C", "C", "C", "O", "C", "N", "H", "H", "H", "H", "H", "H", "H", "H", "H", "H", "H", "C", "C", "C", "O", "C", "N", "H", "H", "H", "H", "H", "H", "H", "H", "H", "H", "H", "C", "C", "C", "O", "C", "N", "H", "H", "H", "H", "H", "H", "H", "H", "H", "H", "H", "C", "O", "H", "H", "H", "H", "C", "O", "H", "H", "H", "H", "C", "O", "H", "H", "H", "H", "C", "O", "H", "H", "H", "H", "C", "O", "H", "H", "H", "H", "C", "O", "H", "H", "H", "H", "C", "O", "H", "H", "H", "H", "C", "O", "H", "H", "H", "H", "C", "O", "H", "H", "H", "H"], "xyz": [[3.33, 0.62, -3.49], [3.88, 1.30, -4.72], [3.40, 0.53, -5.96], [4.05, -0.71, -5.96], [3.53, -1.54, -6.97], [3.47, 2.71, -4.74], [3.83, 0.92, -2.57], [3.51, -0.46, -3.55], [2.25, 0.81, -3.40], [4.97, 1.25, -4.76], [3.63, 1.13, -6.86], [2.31, 0.41, -5.91], [3.77, -1.18, -7.98], [2.44, -1.62, -6.88], [3.98, -2.53, -6.92], [2.45, 2.69, -4.77], [3.79, 3.12, -5.61], [-6.27, -2.05, 2.30], [-5.25, -1.04, 2.78], [-5.44, 0.34, 2.21], [-5.33, 0.27, 0.82], [-5.60, 1.50, 0.21], [-5.22, -0.93, 4.25], [-6.58, -1.84, 1.27], [-7.16, -2.06, 2.94], [-5.84, -3.05, 2.31], [-4.25, -1.38, 2.47], [-4.68, 1.03, 2.62], [-6.43, 0.70, 2.52], [-6.49, 2.01, 0.62], [-5.71, 1.36, -0.87], [-4.76, 2.20, 0.35], [-4.36, -0.40, 4.46], [-5.02, -1.85, 4.64], [-2.54, 4.14, 2.16], [-2.21, 4.47, 3.60], [-2.60, 5.89, 3.97], [-2.26, 6.09, 5.31], [-2.93, 7.20, 5.89], [-2.90, 3.47, 4.47], [-2.03, 4.83, 1.47], [-3.62, 4.24, 1.98], [-2.22, 3.13, 1.91], [-1.15, 4.33, 3.82], [-3.68, 6.06, 3.82], [-2.01, 6.57, 3.33], [-4.01, 7.06, 5.79], [-2.63, 8.12, 5.38], [-2.65, 7.25, 6.93], [-3.91, 3.48, 4.28], [-2.82, 3.81, 5.43], [0.54, -1.42, -2.07], [1.15, -0.87, -0.79], [0.20, -0.93, 0.37], [-0.98, -0.23, 0.05], [-1.92, -0.27, 1.09], [2.40, -1.60, -0.48], [0.30, -2.48, -1.93], [1.23, -1.36, -2.92], [-0.37, -0.89, -2.35], [1.41, 0.19, -0.94], [0.67, -0.49, 1.27], [-0.01, -1.98, 0.65], [-2.67, 0.50, 0.95], [-1.43, -0.09, 2.05], [-2.44, -1.23, 1.16], [2.83, -1.20, 0.36], [3.08, -1.35, -1.19], [4.55, 3.34, 1.61], [4.48, 1.88, 1.22], [3.76, 1.12, 2.30], [3.65, -0.23, 1.92], [3.05, -1.01, 2.91], [3.72, 1.72, -0.02], [5.07, 3.92, 0.85], [5.04, 3.49, 2.57], [3.54, 3.77, 1.66], [5.50, 1.48, 1.15], [2.76, 1.56, 2.48], [4.32, 1.15, 3.24], [3.62, -1.01, 3.85], [2.94, -2.03, 2.54], [2.05, -0.61, 3.16], [4.16, 2.24, -0.78], [3.80, 0.74, -0.29], [1.77, -4.89, 0.69], [2.94, -4.29, 0.12], [1.23, -4.18, 1.31], [1.12, -5.26, -0.11], [2.06, -5.73, 1.33], [2.68, -3.35, -0.08], [-1.47, 0.12, 5.01], [-2.77, 0.68, 4.89], [-0.73, 0.66, 4.41], [-1.12, 0.16, 6.04], [-1.53, -0.91, 4.67], [-2.71, 1.65, 4.75], [-3.58, -1.16, -3.61], [-3.72, -0.88, -4.99], [-2.69, -0.66, -3.21], [-4.49, -0.87, -3.07], [-3.46, -2.23, -3.45], [-4.23, -0.07, -5.09], [5.84, -1.79, -0.37], [5.14, -1.07, -1.38], [5.27, -1.70, 0.55], [5.88, -2.86, -0.61], [6.84, -1.39, -0.21], [5.64, -1.08, -2.20], [3.61, -3.44, -3.60], [4.83, -3.62, -4.29], [3.72, -2.78, -2.73], [2.80, -3.11, -4.25], [3.20, -4.34, -3.11], [5.38, -4.22, -3.77], [-2.29, -5.47, 2.45], [-1.11, -5.53, 1.64], [-2.60, -6.48, 2.73], [-2.06, -4.93, 3.36], [-3.10, -4.96, 1.92], [-1.40, -5.73, 0.73], [-2.38, -4.51, -1.45], [-1.74, -5.77, -1.21], [-2.18, -4.17, -2.47], [-3.46, -4.62, -1.32], [-2.00, -3.78, -0.74], [-1.94, -6.36, -1.95], [0.19, 2.66, 0.05], [1.30, 3.44, 0.45], [0.02, 1.78, 0.69], [-0.71, 3.27, 0.09], [0.31, 2.32, -0.99], [2.09, 2.89, 0.30], [-0.59, 1.60, -4.35], [0.46, 2.19, -5.11], [-1.05, 0.78, -4.90], [-0.15, 1.18, -3.44], [-1.36, 2.33, -4.10], [0.26, 2.20, -6.04]], "orbital_gap_ev": 9.38, "e_lumo_ha": 0.016, "de_lowest_kcal_mol": 0.0}

[3]
{"formula": "C2AlF6N2O7S2", "method": "ωB97M-V/def2-TZVPD", "symbols": ["Al", "N", "O", "O", "O", "C", "F", "F", "F", "S", "O", "O", "N", "S", "O", "O", "C", "F", "F", "F"], "xyz": [[2.20, -1.99, 1.63], [3.07, -0.70, -2.22], [2.09, -0.99, -2.80], [3.08, -0.78, -0.96], [4.13, -0.40, -2.72], [-0.66, 2.47, 1.56], [-0.06, 2.49, 2.74], [-1.92, 2.07, 1.63], [-0.66, 3.68, 1.03], [0.41, 1.34, 0.37], [0.17, 1.86, -0.99], [1.79, 1.47, 0.80], [-0.04, -0.34, 0.68], [-1.20, -0.52, -0.39], [-2.32, 0.44, -0.43], [-0.78, -0.95, -1.71], [-2.17, -2.03, 0.35], [-1.27, -2.98, 0.48], [-2.74, -1.72, 1.52], [-3.14, -2.42, -0.57]], "orbital_gap_ev": [7.80, 5.15], "spin_multiplicity": 2, "s_squared": 0.76, "e_lumo_ha": [-0.079, -0.176]}

[4]
{"formula": "C2As2F18NO4S2Ti", "method": "ωB97M-V/def2-TZVPD", "symbols": ["Ti", "C", "F", "F", "F", "S", "O", "O", "N", "S", "O", "O", "C", "F", "F", "F", "As", "F", "F", "F", "F", "F", "F", "As", "F", "F", "F", "F", "F", "F"], "xyz": [[2.68, 4.29, -10.10], [2.85, 1.29, -8.61], [4.00, 1.48, -8.02], [2.23, 0.29, -8.04], [2.07, 2.36, -8.48], [3.10, 0.83, -10.47], [4.26, -0.04, -10.54], [1.83, 0.22, -10.77], [3.37, 2.35, -11.20], [3.35, 2.03, -12.74], [4.55, 1.34, -13.21], [2.10, 1.52, -13.27], [3.46, 3.74, -13.56], [3.10, 4.69, -12.70], [4.68, 4.05, -14.01], [2.66, 3.72, -14.62], [-0.08, 5.89, -10.63], [0.69, 4.55, -11.49], [0.41, 5.14, -9.10], [-0.75, 7.23, -9.74], [-0.44, 6.74, -12.12], [-1.56, 5.01, -10.68], [1.53, 6.66, -10.58], [4.94, 5.43, -7.08], [6.27, 5.22, -8.18], [3.87, 5.28, -8.48], [3.55, 5.50, -6.01], [6.07, 5.64, -5.74], [4.89, 7.14, -7.26], [4.96, 3.72, -6.79]], "orbital_gap_ev": [4.65, 9.97], "spin_multiplicity": 4, "s_squared": 3.75, "e_lumo_ha": [0.183, 0.182], "de_lowest_kcal_mol": 0.0, "total_charge": -2}

[5]
{"formula": "C2AuF3NO4S2", "method": "ωB97M-V/def2-TZVPD", "symbols": ["Au", "N", "S", "O", "S", "O", "O", "C", "F", "F", "F", "O", "C"], "xyz": [[-1.78, 0.37, -0.04], [-1.04, -0.14, 1.78], [-2.45, 0.50, 2.57], [-3.28, 0.71, 1.19], [0.39, -0.85, -0.87], [-0.94, -0.42, -1.51], [0.72, 0.14, 0.33], [1.55, -0.01, -2.09], [1.66, -0.80, -3.14], [1.09, 1.17, -2.46], [2.73, 0.15, -1.52], [0.95, 0.27, 2.97], [0.19, -0.05, 2.11]], "orbital_gap_ev": [9.33, 7.13], "spin_multiplicity": 3, "s_squared": 2.01, "e_lumo_ha": [-0.203, -0.286], "de_lowest_kcal_mol": 10.9, "total_charge": 1}

[6]
{"formula": "C2BiF3NO6S2", "method": "ωB97M-V/def2-TZVPD", "symbols": ["N", "S", "O", "O", "S", "O", "O", "C", "F", "F", "F", "Bi", "O", "C", "O"], "xyz": [[-1.15, 0.31, 0.18], [0.51, 0.59, 0.56], [1.21, 0.37, -0.83], [0.45, 2.05, 0.91], [-1.59, -1.16, -0.12], [-0.51, -2.05, -0.65], [-2.87, -1.21, -0.83], [-1.99, -2.01, 1.50], [-2.96, -1.35, 2.13], [-2.39, -3.25, 1.28], [-0.92, -2.04, 2.29], [1.44, -1.62, -1.73], [2.60, 3.18, -2.41], [2.95, 2.70, -1.41], [3.47, 2.52, -0.38]], "orbital_gap_ev": 6.01, "e_lumo_ha": 0.085, "total_charge": -1}

[7]
{"formula": "C2Br2F4O2S", "method": "ωB97M-V/def2-TZVPD", "symbols": ["O", "S", "O", "F", "C", "F", "C", "F", "F", "Br", "Br"], "xyz": [[0.98, -0.75, -1.12], [0.94, 0.19, -0.06], [0.96, 1.56, -0.21], [2.16, -0.07, 0.99], [-0.40, -0.36, 1.11], [-0.89, 0.48, 1.96], [-1.14, -1.46, 1.03], [-2.04, -1.69, 1.91], [-0.97, -2.37, 0.07], [-0.87, 2.23, -2.45], [1.26, 2.23, -3.22]], "orbital_gap_ev": 8.83, "e_lumo_ha": -0.048, "de_lowest_kcal_mol": 44.8, "smiles": "O=S(=O)(F)C(F)=C(F)F.BrBr"}

[8]
{"formula": "C2Br2IN", "method": "ωB97M-V/def2-TZVPD", "symbols": ["C", "C", "N", "Br", "Br", "I"], "xyz": [[0.52, -0.84, 0.46], [-0.32, -0.25, -0.53], [1.20, -1.42, 1.17], [-2.14, -0.37, -0.28], [0.33, 0.35, -2.19], [0.40, 2.53, 1.37]], "orbital_gap_ev": [8.15, 5.97], "e_lumo_ha": [-0.078, -0.120], "de_lowest_kcal_mol": 4.6}

Repeat the eighth record exactly.
{"formula": "C2Br2IN", "method": "ωB97M-V/def2-TZVPD", "symbols": ["C", "C", "N", "Br", "Br", "I"], "xyz": [[0.52, -0.84, 0.46], [-0.32, -0.25, -0.53], [1.20, -1.42, 1.17], [-2.14, -0.37, -0.28], [0.33, 0.35, -2.19], [0.40, 2.53, 1.37]], "orbital_gap_ev": [8.15, 5.97], "e_lumo_ha": [-0.078, -0.120], "de_lowest_kcal_mol": 4.6}